{"formula": "C31H44BrN3OP2Pd", "method": "ωB97M-V/def2-TZVPD", "elements": ["C", "C", "C", "C", "N", "C", "C", "C", "C", "C", "C", "C", "C", "C", "Pd", "P", "H", "H", "H", "H", "H", "H", "H", "H", "C", "C", "H", "H", "H", "H", "H", "C", "C", "H", "H", "H", "H", "H", "C", "C", "H", "H", "H", "H", "H", "Br", "P", "C", "C", "H", "H", "H", "H", "H", "C", "C", "H", "H", "H", "H", "H", "C", "C", "H", "H", "H", "H", "H", "N", "C", "O", "C", "C", "C", "N", "C", "C", "H", "H", "H", "H", "H", "H"], "coordinates": [[-0.4207, 4.6632, -3.4779], [-0.6659, 3.4485, -4.1476], [-0.9214, 3.4611, -5.5222], [-1.0383, 4.7137, -6.1496], [-0.8679, 5.8687, -5.4903], [-0.5391, 5.8606, -4.1962], [-0.7265, 2.2396, -3.3469], [-1.0465, 2.0519, -2.1038], [-1.6880, 2.0866, -0.8618], [-0.8719, 1.7010, 0.2223], [-1.4891, 1.3751, 1.4082], [-2.8845, 1.4279, 1.4926], [-3.7103, 1.7690, 0.4020], [-3.1032, 2.0602, -0.8066], [-0.3679, 0.3678, -2.7165], [2.1382, -1.1835, 0.5450], [-1.1397, 2.5405, -6.0545], [-0.2490, 4.6682, -2.4026], [-1.3027, 4.7747, -7.2059], [-0.3881, 6.8137, -3.6778], [-3.6830, 2.1904, -1.7286], [0.2012, 1.5575, 0.0804], [-4.7945, 1.8262, 0.5100], [-0.8682, 1.1082, 2.2602], [2.0560, -2.8161, 1.4366], [2.9509, -3.9415, 0.9356], [0.9974, -3.1144, 1.3755], [2.2646, -2.5904, 2.4945], [2.9219, -4.7742, 1.6498], [2.6131, -4.3282, -0.0333], [4.0007, -3.6401, 0.8391], [2.7855, -1.5630, -1.1515], [3.5646, -0.4172, -1.7943], [1.8900, -1.7513, -1.7686], [3.3603, -2.4987, -1.1251], [3.3979, -0.4386, -2.8789], [3.2205, 0.5601, -1.4327], [4.6444, -0.4948, -1.6208], [3.6092, -0.4559, 1.4050], [4.9465, -1.1701, 1.2312], [3.3383, -0.4156, 2.4713], [3.6786, 0.5841, 1.0510], [5.7666, -0.4804, 1.4710], [5.0446, -2.0263, 1.9087], [5.1162, -1.5212, 0.2073], [-3.6566, 1.2861, 3.1533], [-1.2885, -1.4115, -2.0538], [-0.3757, -2.9763, -2.4036], [-1.0989, -4.3256, -2.3616], [0.4220, -2.9975, -1.6394], [0.1155, -2.8448, -3.3874], [-0.3989, -5.1031, -2.6956], [-1.4045, -4.6071, -1.3486], [-1.9710, -4.3707, -3.0252], [-1.9313, -1.6215, -0.3466], [-2.9997, -2.7093, -0.0915], [-2.3280, -0.6306, -0.0602], [-1.0380, -1.8136, 0.2879], [-2.9054, -3.0741, 0.9422], [-4.0217, -2.3009, -0.1816], [-2.9174, -3.5852, -0.7594], [-2.8374, -1.2084, -3.0315], [-3.0976, -2.2445, -4.1159], [-2.8143, -0.2060, -3.4943], [-3.6309, -1.2063, -2.2770], [-3.7117, -1.7722, -4.8906], [-2.1791, -2.6073, -4.5867], [-3.6532, -3.1109, -3.7378], [-0.1278, 2.5749, 8.2414], [0.7429, 2.8434, 7.2138], [1.4839, 3.8164, 7.2409], [0.6914, 1.9138, 6.0415], [-0.2922, 0.9302, 5.8480], [-0.3060, 0.2165, 4.6392], [0.6073, 0.3980, 3.6754], [1.5760, 1.2995, 3.8688], [1.6466, 2.0838, 5.0270], [-0.0337, 3.1376, 9.0700], [-0.5963, 1.6942, 8.3354], [-1.0743, 0.7126, 6.5724], [-1.0882, -0.5225, 4.4532], [2.3114, 1.4251, 3.0682], [2.4406, 2.8205, 5.1069]], "forces_ev_per_a": [[-0.4968, 0.0916, -0.3111], [0.1391, 0.5040, -0.7633], [-0.2272, 0.5720, 0.2126], [0.1741, -0.1431, 0.7852], [0.1114, -0.0613, -0.2862], [0.0306, -0.9612, 0.0755], [-0.6700, 1.3562, 1.6672], [-0.1951, 1.5945, -2.5018], [-0.1209, -0.9787, 0.9166], [-0.9279, -0.0085, -0.0553], [0.0369, 0.1386, 0.2137], [0.1076, 0.9487, -0.7959], [0.4452, -0.0773, 0.2908], [0.6058, -0.0654, -0.1234], [3.5373, 0.4252, -0.9142], [3.3206, -2.0218, 0.5508], [0.1436, 0.1438, -0.0041], [0.1009, 0.0539, -0.2518], [0.0963, 0.0846, 0.2769], [-0.0996, -0.2639, -0.4064], [0.2470, 0.2297, 0.4921], [-0.2637, 0.3680, 0.1068], [0.3587, -0.1477, 0.0411], [-0.3914, -0.0291, -0.1257], [-1.4926, 0.3675, 0.3314], [0.4041, -0.2079, -0.5332], [0.2684, -0.1975, 0.2588], [-0.1947, 0.1368, -0.3569], [-0.1304, 0.2655, -0.0980], [0.0819, 0.0463, 0.2149], [-0.3010, -0.0892, 0.0194], [-1.1923, 0.4950, -0.5254], [0.1127, 0.3147, -0.2253], [0.4128, -0.1118, 0.1710], [-0.2488, 0.1889, 0.3075], [0.1512, 0.0375, 0.2694], [0.1497, -0.1192, -0.1426], [-0.3307, 0.0911, 0.0103], [-0.9111, 1.4609, 0.3151], [0.3764, -0.6121, -0.2656], [0.0024, 0.0833, -0.3445], [0.1100, -0.1997, 0.1792], [-0.3464, -0.0356, -0.0242], [-0.1132, 0.2038, -0.1751], [0.0221, 0.0638, 0.2621], [-0.5241, -0.3786, 0.9635], [-2.3776, -3.2227, 0.7064], [0.0282, -0.0140, -0.2695], [0.0046, -0.4599, -0.0893], [-0.2266, 0.0556, -0.3226], [-0.1277, -0.0403, 0.4219], [-0.1622, 0.1794, 0.0205], [0.0960, 0.1189, -0.2717], [0.2690, 0.0516, 0.2640], [0.5183, 0.3126, 0.4266], [-0.3154, -0.1819, -0.1710], [0.2681, -0.4320, 0.0023], [-0.4365, 0.2162, -0.2042], [-0.0129, 0.1302, -0.3273], [0.4780, -0.1553, -0.0718], [-0.1315, 0.5895, 0.3881], [-0.1611, -0.1526, 0.0779], [-0.4252, -0.1596, -0.3662], [0.0270, -0.4010, 0.3337], [-0.0921, 0.0708, -0.2529], [0.1162, -0.2854, 0.0613], [-0.1246, 0.1075, -0.0234], [0.1774, 0.2042, -0.0682], [0.4730, 0.0439, -0.5743], [-0.0063, 0.8913, 1.2862], [-0.5005, -0.9687, -0.3893], [0.0263, -0.4890, -1.0110], [0.2430, 0.0289, -0.5718], [0.4009, 0.3273, 0.4874], [0.1134, -0.3080, -0.1299], [-0.4036, 0.2874, 0.8843], [-0.0337, -0.3004, -0.3838], [0.0139, 0.0767, 0.0107], [0.0010, -0.0512, 0.0072], [0.1867, 0.1616, -0.1364], [0.2489, 0.1957, 0.0072], [-0.2721, 0.0298, 0.2981], [-0.2490, -0.0135, 0.2493]], "homo_ev": [-13.8, -13.7], "homo_lumo_gap_ev": [7.7, 4.1], "lumo_ev": [-6.131, -9.589], "total_charge": 2, "spin_multiplicity": 3}

---

{"formula": "C4H8N4", "method": "ωB97M-V/def2-TZVPD", "elements": ["C", "N", "C", "C", "N", "N", "C", "N", "H", "H", "H", "H", "H", "H", "H", "H"], "coordinates": [[1.7195, 0.8631, -0.0383], [0.6822, -0.2183, 0.0729], [0.9146, -1.6489, 0.0151], [-0.6773, 0.1869, -0.0762], [-1.0032, 1.5483, -0.1646], [-1.5335, -0.7838, -0.2578], [-2.8817, -0.3964, -0.1071], [-3.9846, -0.1300, 0.1288], [2.3096, 0.9757, 0.9137], [1.2727, 1.7260, -0.5305], [2.4869, 0.3802, -0.8111], [1.3749, -1.9517, -0.8542], [1.6195, -1.9583, 0.8342], [0.0423, -2.2115, 0.1253], [-0.4079, 2.0421, 0.5764], [-1.9342, 1.5766, 0.1734]], "forces_ev_per_a": [[1.7422, -3.6449, -1.4457], [-3.0709, 2.5183, -0.1603], [2.1231, 0.9376, 2.7188], [2.2333, -1.4832, -0.7188], [2.6170, -0.2675, 2.4012], [-2.9465, 1.1814, 0.5489], [2.1555, -0.6642, -0.0219], [0.4853, -0.0788, -0.3135], [-0.9162, 0.3954, -0.8678], [0.3658, 0.0617, 0.4926], [-1.2774, 1.3741, 1.4692], [1.0458, -0.4254, -2.3485], [-0.5809, 0.3851, -0.4937], [-1.4068, -0.4144, 0.2626], [-1.1462, -0.5087, -1.5528], [-1.4231, 0.6334, 0.0297]], "homo_ev": -9.1, "smiles": "CN(C)/C(N)=N/C#N", "homo_lumo_gap_ev": 9.6, "lumo_ev": 0.521, "spin_multiplicity": 1}

---

{"formula": "C20H27AsBrF6N6Sn", "method": "ωB97M-V/def2-TZVPD", "elements": ["Sn", "C", "C", "N", "C", "C", "N", "C", "C", "N", "C", "C", "N", "C", "C", "C", "C", "C", "C", "C", "N", "H", "H", "H", "H", "H", "H", "H", "H", "H", "H", "H", "H", "H", "H", "H", "H", "H", "H", "H", "H", "H", "H", "H", "Br", "C", "C", "C", "C", "N", "C", "H", "H", "H", "H", "F", "As", "F", "F", "F", "F", "F"], "coordinates": [[0.0192, -0.2570, 0.6375], [-3.6454, 2.6302, 0.2613], [-2.4505, 1.7396, 0.1205], [-1.4235, 1.7428, 0.8621], [-1.1849, 2.6539, 1.9538], [0.2892, 3.1064, 2.0693], [1.1710, 2.1941, 1.4529], [2.5189, 1.9750, 1.8703], [3.1796, 0.9167, 0.9992], [2.4683, -0.3467, 1.1269], [2.9078, -1.4723, 0.2884], [2.3843, -1.4423, -1.1265], [0.9262, -1.3531, -1.1306], [0.2387, -1.3600, -2.2099], [0.8200, -1.7113, -3.5340], [-1.1442, -0.8056, -2.1490], [-2.0599, -0.8714, -3.1838], [-3.2030, -0.0841, -3.1030], [-3.3742, 0.7851, -2.0348], [-2.4314, 0.7772, -1.0165], [-1.3938, -0.0482, -1.0797], [-3.6200, 3.2386, 1.1574], [-4.5573, 2.0293, 0.2806], [-3.7189, 3.2960, -0.6031], [-1.4344, 2.1467, 2.8915], [-1.7946, 3.5466, 1.8802], [0.5503, 3.3280, 3.1005], [0.3557, 4.0518, 1.5116], [1.0443, 2.1213, 0.4398], [2.5546, 1.7475, 2.9393], [3.1114, 2.8927, 1.7555], [4.2171, 0.8022, 1.3222], [3.1980, 1.2227, -0.0439], [2.5369, -0.6565, 2.0937], [2.5487, -2.3840, 0.7701], [3.9977, -1.5257, 0.2408], [2.7391, -2.3635, -1.5898], [2.7770, -0.6019, -1.7023], [1.2000, -0.7871, -3.9890], [0.0854, -2.1235, -4.2199], [1.6557, -2.4004, -3.4464], [-1.9049, -1.5135, -4.0385], [-3.9449, -0.1237, -3.8902], [-4.2269, 1.4489, -2.0128], [-1.1401, -6.4262, 0.9876], [-0.9495, -4.8986, 1.9327], [-1.0965, -4.9042, 3.3383], [-0.9312, -3.7140, 4.0011], [-0.6359, -2.5615, 3.2634], [-0.4928, -2.5502, 1.9093], [-0.6467, -3.6824, 1.2420], [-1.3391, -5.8162, 3.8736], [-1.0222, -3.6590, 5.0787], [-0.5105, -1.6124, 3.7721], [-0.5370, -3.6691, 0.1643], [0.9526, 1.0990, -0.8697], [1.0737, 2.6486, -2.3991], [0.0472, 1.5384, -3.2049], [2.3994, 1.6805, -2.8261], [1.1376, 3.8666, -3.5221], [2.0168, 3.3385, -1.1480], [-0.3086, 3.1610, -1.5149]], "forces_ev_per_a": [[1.9737, 3.0557, -2.2291], [0.1119, 0.0732, -0.1379], [-0.5868, 0.2757, 0.0526], [0.1975, -0.8969, 0.4955], [0.0013, -0.2395, 0.7923], [-0.2795, 0.9419, -0.3347], [-0.6448, -1.7346, -0.0800], [0.5907, 0.5251, 0.1126], [0.1004, 0.3342, -0.0347], [-1.0288, -1.1592, 0.3004], [0.3067, -0.1688, 0.0206], [0.0209, -0.1345, -0.1356], [-0.4849, -0.2500, 0.8389], [0.1244, -0.2791, -0.2909], [0.0720, 0.1128, 0.0298], [-0.1600, -0.1101, -0.0834], [-0.0199, 0.0142, -0.0175], [-0.0754, -0.0165, -0.0343], [0.0183, -0.0335, -0.0912], [-0.1899, -0.2358, -0.2012], [0.0232, -0.6154, 0.7123], [0.0022, -0.0170, 0.0246], [0.0320, -0.0576, 0.0035], [0.0336, 0.0135, -0.0047], [-0.1454, -0.1157, -0.0798], [-0.0652, 0.0467, -0.0590], [0.0351, -0.1487, 0.0849], [0.1323, 0.0241, 0.0363], [0.2658, 0.4589, 0.0771], [-0.0373, -0.0949, 0.0030], [-0.0610, 0.0641, -0.0854], [-0.0071, -0.1655, 0.0932], [-0.0563, 0.0448, -0.0578], [0.0569, 0.0825, 0.0494], [0.0859, -0.0369, 0.0678], [0.0230, 0.0403, 0.1193], [-0.1220, -0.0129, -0.1581], [-0.0096, 0.0543, 0.0233], [-0.0273, 0.0357, 0.0118], [-0.0312, -0.0169, 0.0244], [-0.0208, -0.0358, 0.0018], [0.0547, 0.0618, -0.0364], [-0.0013, 0.0074, -0.0295], [0.0360, 0.0391, 0.0416], [-0.0193, -0.1161, -0.0882], [0.0036, 0.0001, -0.0929], [-0.0395, -0.0044, 0.0389], [0.0950, 0.2547, -0.0613], [-0.0270, -0.1716, -0.0687], [-0.0476, 0.6216, -0.1827], [-0.0111, 0.0163, 0.3086], [0.0283, -0.0384, -0.0551], [-0.0188, 0.0546, 0.0094], [-0.0032, -0.0213, -0.0065], [0.0071, -0.0463, -0.0230], [-0.1530, -0.2323, 0.3507], [-0.0692, 0.0438, 0.5334], [-0.1187, -0.1201, -0.2691], [0.1858, -0.0912, -0.2343], [0.0427, -0.1391, -0.0218], [0.1653, 0.1300, 0.0101], [-0.2643, 0.1299, 0.0168]], "homo_ev": [-20.6, -20.6], "homo_lumo_gap_ev": [5.3, 4.0], "lumo_ev": [-15.322, -16.564], "total_charge": 4, "spin_multiplicity": 2}

---

{"formula": "CH4N2ORb", "method": "ωB97M-V/def2-TZVPD", "elements": ["Rb", "C", "O", "N", "N", "H", "H", "H", "H"], "coordinates": [[-1.4133, -0.3181, -2.1883], [-0.3789, 0.0541, 0.1274], [-1.4832, -0.0727, -0.3374], [0.5140, 0.8877, -0.2248], [0.1960, -0.8143, 0.9025], [0.3030, 1.6140, -0.8941], [1.4221, 0.9351, 0.2149], [-0.2806, -1.6713, 1.1443], [1.1210, -0.6145, 1.2555]], "forces_ev_per_a": [[-0.3200, -2.3675, -15.5090], [-0.1183, -1.9746, 2.3851], [-2.5461, 2.2980, 12.6691], [2.7836, 5.5734, -3.0094], [0.5152, -3.4961, 2.7932], [0.1214, 0.2951, 0.4768], [-0.2504, 0.0877, -0.3263], [0.1650, 0.2714, 0.3700], [-0.3504, -0.6875, 0.1504]], "homo_ev": -14.5, "homo_lumo_gap_ev": 10.9, "lumo_ev": -3.582, "total_charge": 1, "spin_multiplicity": 1}

---

Going through the records in order, we get E_tot values of -131459.598; -10236.853; -183095.135; -6776.489 eV.